Entry 1:
Here is 10 unconnected molecules or ions with the total composition C2H19O15P from the Open Molecules 2025 dataset. Energies are from ωB97M-V/def2-TZVPD.

XYZ file:
```
37
Properties=species:S:1:pos:R:3:forces:R:3
O 31.986433 21.621232 1.903992 -0.19 0.66 0.04
H 30.975875 21.407761 1.717140 -0.66 -0.67 -0.07
H 31.992750 21.928504 2.873732 -0.09 0.08 0.48
H 32.179073 22.411356 1.292131 -0.48 0.15 0.28
O 29.823145 20.449979 -1.053522 0.01 -0.23 -2.80
H 29.270940 21.222431 -1.290733 0.55 0.29 0.18
H 29.525028 19.651115 -1.509689 -0.15 0.17 0.40
H 29.802542 20.395337 0.004328 -0.72 0.71 4.24
C 30.922464 23.668263 -0.558933 -3.38 -0.36 -0.20
O 31.911011 23.782677 0.287215 1.11 -0.10 -0.18
O 31.007265 22.962647 -1.649914 1.55 -0.36 -0.27
O 29.747987 24.136242 -0.292663 1.59 0.51 0.03
C 32.235680 23.714822 4.910102 -0.61 -1.23 -1.23
O 31.899570 22.385993 4.642549 1.39 0.54 0.47
H 32.740884 24.135616 4.023398 0.12 0.55 0.04
H 31.334109 24.325205 5.090997 -0.20 0.23 -0.03
H 32.895874 23.960906 5.771475 0.32 -0.42 0.38
P 28.826669 20.067030 2.457945 -1.78 0.65 6.07
O 29.844559 19.333425 3.387439 1.35 -1.15 -1.90
O 27.656762 19.171354 2.003684 0.45 -0.23 -1.59
O 29.562326 20.846663 1.302612 1.82 -0.38 -2.88
O 28.318513 21.145372 3.467737 -0.75 0.34 -1.42
O 31.376245 17.696110 1.911818 0.86 -0.15 -0.38
H 31.860438 18.052388 1.157891 -0.04 0.12 0.11
H 31.130767 18.510115 2.457123 -1.26 -0.22 0.38
O 33.496444 25.914190 0.546822 0.58 0.19 -0.08
H 32.972249 25.063087 0.449519 -0.55 -0.17 -0.10
H 32.843744 26.549792 0.845032 -0.19 -0.19 0.06
O 32.826381 20.723881 -1.076236 0.47 -0.17 -0.78
H 33.413804 21.130122 -0.435505 -0.26 0.02 0.28
H 32.395354 21.482260 -1.532510 -0.53 0.30 0.57
O 33.947837 20.420435 4.869834 0.37 0.09 0.30
H 34.152116 20.231687 5.788768 -0.16 -0.01 0.04
H 33.224068 21.106509 4.915257 -0.47 0.29 -0.43
O 34.854338 22.784734 1.115418 0.68 -0.26 -0.15
H 34.630029 22.813134 0.178179 -0.38 0.25 0.10
H 35.229808 23.651605 1.296659 -0.36 0.15 0.02
```
Positions in Å, forces in eV/Å.

Values from the calculation:
Gap between HOMO and LUMO in eV: 2.427
Relative energy (zero: lowest compared OMol25 entry of this formula, charge and spin) in kcal/mol: 28.86
E in a.u.: -1557.2273
Net charge: -4
Max |F| in eV Å⁻¹: 6.4

These are the Mulliken partial charges, in e, on atoms 1 to 4: number 1, O, carries -0.083; number 2, H, carries 0.324; number 3, H, carries 0.363; number 4, H, carries 0.378

***

Entry 2:
Here is C2H3N2OP in the gas phase from the Open Molecules 2025 dataset. Energies are from ωB97M-V/def2-TZVPD.

XYZ file:
```
9
Properties=species:S:1:pos:R:3:forces:R:3
C 2.322040 -0.125300 0.066847 0.25 0.61 0.00
C -0.990240 -0.247430 -0.193810 1.59 -0.75 0.47
N 1.278902 -0.994988 -0.028422 0.98 -2.28 0.19
N 0.109387 -0.612487 -0.021804 -2.01 1.70 -0.80
O 2.246955 1.074690 0.161217 0.02 0.33 0.06
P -2.684992 -0.073355 0.205496 -0.51 -0.06 0.14
H 3.273510 -0.676539 0.037372 -0.06 0.11 0.01
H -3.052864 0.474366 -1.028193 -0.17 0.10 -0.24
H -2.502701 1.181043 0.801298 -0.09 0.24 0.19
```
Positions in Å, forces in eV/Å.

Values from the calculation:
Gap between HOMO and LUMO in eV: 9.378
Relative energy (zero: lowest compared OMol25 entry of this formula, charge and spin) in kcal/mol: 59.82
Structure (SMILES): O=C/N=N/C#[PH2]
E in a.u.: -604.0065
Net charge: 0
Max |F| in eV Å⁻¹: 2.8

These are the Mulliken partial charges, in e, on atoms 1 to 4: number 1, C, carries 0.181; number 2, C, carries 0.335; number 3, N, carries -1.169; number 4, N, carries 0.793

***

> Which value of gap between HOMO and LUMO does entry 1 give?

2.427 eV